[1]
This record from the Open Molecules 2025 dataset describes an isolated molecule of C4H4N2O. The level of theory is ωB97M-V/def2-TZVPD.

Structure (XYZ):
```
11
C4H4N2O | the Open Molecules 2025 dataset | ωB97M-V/def2-TZVPD
C -2.2418 -0.0369 -0.0229
C -0.6845 -0.1659 -0.0381
N -0.2062 -1.2910 0.0104
N 1.2110 -1.2670 -0.1093
C 1.6553 -0.1301 0.1780
C 0.4381 0.7420 0.1154
O 0.3994 1.9574 -0.0744
H -2.6779 -1.1297 -0.1988
H -2.5895 0.1576 1.1196
H -2.6180 0.7321 -0.7089
H 2.6536 0.0325 -0.3189
```

ΔE to the lowest compared entry with this formula, charge and spin: 340.7 kJ/mol
Max |F|: 5.8 eV/Å
Multiplicity: 1
Frontier orbital gap: 8.65 eV
SMILES: CC1=NN=CC1=O



[2]
This record from the Open Molecules 2025 dataset describes a structure of composition C42H60CdN4O3P3Si. The level of theory is ωB97M-V/def2-TZVPD.

Structure (XYZ):
```
114
C42H60CdN4O3P3Si | the Open Molecules 2025 dataset | ωB97M-V/def2-TZVPD
Cd -1.2104 1.3056 -0.4587
C -0.5370 -2.4307 -4.1974
C -1.8998 -2.7991 -3.6034
C -2.1036 -4.3047 -3.7783
P -2.0387 -2.0111 -1.9170
C -3.6892 -2.5665 -1.2298
C -4.1083 -1.5451 -0.1688
C -4.8000 -2.6994 -2.2732
C -0.8498 -3.0088 -0.9274
C -1.0043 -4.3936 -0.7972
C -0.0679 -5.1714 -0.1384
C 1.0493 -4.5626 0.4150
C 1.1830 -3.1863 0.3450
C 0.2412 -2.3710 -0.3036
Si 0.5324 -0.4670 -0.1698
C 1.3204 -0.4305 1.5814
C 2.6954 -0.2231 1.7225
C 3.3158 -0.1938 2.9630
C 2.5628 -0.4054 4.1074
C 1.2057 -0.6671 3.9928
C 0.5675 -0.6885 2.7506
P -1.2101 -1.1314 2.5289
C -1.2228 -2.9671 2.9099
C -0.3032 -3.5029 4.0022
C -2.6564 -3.4521 3.1321
C -2.2349 -0.3658 3.8843
C -1.7239 -0.2784 5.3208
C -2.7315 1.0096 3.4264
C 1.9187 -0.1108 -1.4598
C 2.3151 -1.1862 -2.2649
C 3.1989 -1.0421 -3.3245
C 3.7333 0.2031 -3.6011
C 3.3813 1.2850 -2.8079
C 2.4788 1.1636 -1.7495
P 2.0509 2.5813 -0.6489
C 3.6261 2.8002 0.3618
C 4.9392 2.3298 -0.2559
C 3.7650 4.2283 0.8895
C 1.9714 4.1817 -1.6126
C 3.0549 4.5524 -2.6243
C 0.5903 4.3865 -2.2361
H -0.4780 -2.7584 -5.2389
H 0.2657 -2.9283 -3.6461
H -0.3372 -1.3600 -4.1765
H -2.6705 -2.2602 -4.1640
H -1.2276 -4.8538 -3.4275
H -2.2255 -4.5346 -4.8411
H -2.9768 -4.6907 -3.2553
H -3.5212 -3.5277 -0.7317
H -4.3255 -0.5830 -0.6337
H -3.3198 -1.3853 0.5707
H -5.0024 -1.8981 0.3548
H -4.7911 -1.8528 -2.9611
H -5.7686 -2.6909 -1.7668
H -4.7402 -3.6231 -2.8473
H -1.8778 -4.8721 -1.2217
H -0.2049 -6.2436 -0.0624
H 1.7994 -5.1547 0.9260
H 2.0389 -2.7301 0.8285
H 3.2975 -0.0750 0.8325
H 4.3801 -0.0018 3.0343
H 3.0309 -0.3937 5.0841
H 0.6453 -0.8871 4.8902
H -0.8840 -3.3928 1.9621
H -0.5921 -3.1373 4.9906
H 0.7379 -3.2344 3.8278
H -0.3648 -4.5956 4.0257
H -2.9965 -3.2279 4.1463
H -2.7052 -4.5360 3.0009
H -3.3593 -3.0007 2.4302
H -3.1010 -1.0366 3.8766
H -0.8999 0.4321 5.4001
H -1.3962 -1.2417 5.7150
H -2.5264 0.0883 5.9674
H -1.9341 1.7505 3.4775
H -3.5447 1.3499 4.0726
H -3.1022 0.9888 2.4001
H 1.9084 -2.1705 -2.0662
H 3.4661 -1.9017 -3.9278
H 4.4334 0.3350 -4.4173
H 3.8401 2.2408 -3.0107
H 3.4286 2.1715 1.2308
H 5.2247 2.9416 -1.1145
H 4.8960 1.2919 -0.5888
H 5.7394 2.4141 0.4861
H 4.1019 4.9119 0.1071
H 4.5070 4.2536 1.6909
H 2.8340 4.6186 1.2987
H 2.0374 4.8924 -0.7850
H 2.9611 3.9640 -3.5381
H 4.0650 4.4278 -2.2305
H 2.9362 5.6021 -2.9068
H 0.4375 3.7109 -3.0766
H 0.5010 5.4110 -2.6052
H -0.2086 4.2294 -1.5113
N -0.7162 1.4315 -3.0727
C -1.9799 1.9935 -3.5711
C -3.0955 1.2911 -2.7840
O -3.8670 0.5372 -3.3697
O -3.1041 1.5612 -1.5274
H 0.0843 1.6943 -3.6343
H -0.7716 0.4157 -3.0907
H -2.1371 1.8603 -4.6435
H -1.9930 3.0571 -3.3250
N 0.1189 2.7171 2.5690
C -0.5362 3.5853 1.7468
O -1.2431 3.1557 0.7995
C -0.4119 4.9760 2.0159
C 0.3473 5.4119 3.1239
N 1.0102 5.6952 4.0297
C -1.0128 5.9317 1.1619
N -1.4842 6.7314 0.4750
H 0.8179 3.0697 3.2026
H 0.2370 1.7732 2.2345
```

Charge: -1
Max |F|: 0.3 eV/Å
Multiplicity: 1
Frontier orbital gap: 7.35 eV



[3]
This record from the Open Molecules 2025 dataset describes a structure of composition C32H32LiN2O4S2. The level of theory is ωB97M-V/def2-TZVPD.

Structure (XYZ):
```
73
C32H32LiN2O4S2 | the Open Molecules 2025 dataset | ωB97M-V/def2-TZVPD
Li -0.1058 0.4307 -0.1847
O 0.5307 2.2405 -0.1867
C 1.6080 2.8487 0.1232
C 1.6120 4.2535 0.4013
C 2.7647 4.9432 0.6889
C 4.0072 4.2969 0.7358
C 4.0354 2.9377 0.4999
C 2.8865 2.1966 0.2033
C 3.0569 0.7602 0.0306
N 2.1546 -0.0995 -0.2127
C 2.5740 -1.4955 -0.2294
C 1.4841 -2.3694 -0.8283
N 0.2656 -2.1276 -0.0814
C -0.8403 -2.4206 -0.6237
C -2.1509 -2.0830 -0.0706
C -3.2429 -2.8516 -0.4790
C -4.5273 -2.6144 -0.0300
C -4.7185 -1.5474 0.8601
C -3.6741 -0.7487 1.2574
C -2.3366 -0.9394 0.7876
O -1.4082 -0.1222 1.0954
H 0.6531 4.7596 0.3856
H 2.7078 6.0086 0.8893
H 4.9133 4.8427 0.9637
H 4.9820 2.4055 0.5511
H 4.1010 0.4265 0.1611
H 2.7249 -1.8237 0.8044
H 3.5212 -1.6286 -0.7692
H 1.7883 -3.4207 -0.7509
H 1.3517 -2.1319 -1.8922
H -0.8681 -2.9381 -1.6004
H -3.0586 -3.6649 -1.1772
H -5.3571 -3.2289 -0.3552
H -5.7155 -1.3358 1.2341
H -3.8399 0.0914 1.9217
O -3.3448 2.3463 -1.0060
S -3.0729 3.8075 -0.9382
C -1.5184 4.1049 -1.8394
C -1.5162 3.3818 -3.1901
C -0.1466 2.7248 -3.4125
C -0.1271 1.5866 -4.4154
S -0.6738 0.0239 -3.6273
O -0.4671 0.1823 -2.1590
C -2.4403 0.1652 -3.8997
C -3.2640 0.2328 -2.7910
C -4.6405 0.2776 -2.9806
C -5.1705 0.2515 -4.2609
C -4.3297 0.1760 -5.3682
C -2.9575 0.1260 -5.1900
C -2.3629 4.1460 0.6723
C -1.9597 3.0676 1.4448
C -1.3589 3.3211 2.6703
C -1.1730 4.6250 3.1087
C -1.5946 5.6941 2.3274
C -2.2008 5.4555 1.1023
H -0.7143 3.7179 -1.2136
H -1.4384 5.1933 -1.9149
H -1.7434 4.0664 -4.0133
H -2.3057 2.6260 -3.1891
H 0.2246 2.3381 -2.4642
H 0.5761 3.4793 -3.7423
H 0.8896 1.3817 -4.7547
H -0.7529 1.7493 -5.2965
H -2.8397 0.2780 -1.7962
H -5.2822 0.3345 -2.1115
H -6.2436 0.2885 -4.4029
H -4.7446 0.1519 -6.3683
H -2.2986 0.0523 -6.0487
H -2.0902 2.0520 1.0842
H -1.0204 2.4868 3.2715
H -0.6942 4.8119 4.0623
H -1.4508 6.7112 2.6714
H -2.5418 6.2815 0.4863
```

ΔE to the lowest compared entry with this formula, charge and spin: 0.0 kJ/mol
Charge: -1
Max |F|: 0.5 eV/Å
Multiplicity: 1
Frontier orbital gap: 6.24 eV



[4]
This record from the Open Molecules 2025 dataset describes a cluster of 8 separate species, C38H91N5O8 in total. The level of theory is ωB97M-V/def2-TZVPD.

Structure (XYZ):
```
142
C38H91N5O8 | the Open Molecules 2025 dataset | ωB97M-V/def2-TZVPD
C 3.3201 -4.1135 -2.7971
C 4.5597 -4.0941 -1.8647
C 5.7548 -4.6161 -2.7222
C 4.7982 -2.6013 -1.4469
C 5.6840 -2.3212 -0.2023
C 5.3157 -3.2820 1.0056
C 5.1568 -4.7945 0.6098
C 6.5370 -5.3668 0.4114
C 4.4762 -5.5421 1.8211
N 4.2858 -4.8874 -0.6037
O 3.8576 -6.1834 -0.8676
H 2.3976 -4.0414 -2.2211
H 3.2670 -3.2736 -3.4899
H 3.3328 -4.9803 -3.4577
H 5.7347 -5.6978 -2.8550
H 5.6254 -4.2203 -3.7295
H 6.7452 -4.3186 -2.3777
H 5.2191 -2.0772 -2.3050
H 3.8347 -2.1515 -1.2074
H 6.7541 -2.4177 -0.3863
H 5.6259 -1.3264 0.2393
H 4.4011 -2.9254 1.4794
H 6.0980 -3.1460 1.7524
H 7.0908 -4.9804 -0.4442
H 6.5919 -6.4543 0.4595
H 7.1465 -5.1634 1.2919
H 3.4368 -5.2184 1.8757
H 4.9541 -5.4022 2.7907
H 4.5453 -6.6166 1.6513
H 2.9130 -6.1330 -0.7040
C -5.2820 5.7788 -1.1859
C -4.3108 4.9782 -2.1472
C -3.3592 4.0384 -1.3834
C -5.2666 4.0732 -3.0871
C -6.0125 4.9560 -4.0654
C -4.9908 5.6158 -5.0040
C -3.9448 6.5321 -4.2319
C -2.7171 6.7028 -5.1974
C -4.5687 7.9135 -3.9353
N -3.3854 5.7404 -3.0805
O -2.5326 6.5371 -2.4076
H -5.7688 6.6438 -1.6364
H -6.0729 5.1569 -0.7665
H -4.6702 6.2294 -0.4045
H -3.9660 3.4371 -0.7065
H -2.7681 3.4595 -2.0931
H -2.5852 4.5742 -0.8339
H -4.6411 3.3212 -3.5680
H -6.0375 3.5550 -2.5167
H -6.7853 4.4203 -4.6167
H -6.5820 5.7240 -3.5420
H -5.5574 6.2686 -5.6679
H -4.4533 4.7988 -5.4854
H -2.4810 5.6691 -5.4501
H -1.8861 7.3225 -4.8604
H -3.0350 7.1791 -6.1248
H -5.2317 7.8864 -3.0705
H -5.1587 8.1557 -4.8192
H -3.8860 8.7182 -3.6622
H -1.6526 6.1964 -2.5838
C 2.1508 -0.8349 5.9439
C 1.2170 0.3899 6.0480
C 0.8163 0.9203 4.6398
C -0.1152 -0.1181 6.6622
C -1.1278 0.9459 7.1862
C -0.3641 1.8536 8.1788
C 0.9368 2.5588 7.5666
C 0.5251 3.7827 6.7910
C 1.6819 3.0387 8.8111
N 1.7923 1.4660 6.9076
O 2.9534 2.0608 6.3794
H 1.6805 -1.6792 5.4400
H 3.1424 -0.5491 5.5927
H 2.2840 -1.2035 6.9610
H 1.5632 1.5475 4.1530
H 0.4477 0.1183 4.0003
H -0.0575 1.5696 4.6944
H -0.7893 -0.6584 5.9976
H 0.0861 -0.7340 7.5387
H -1.6068 1.5092 6.3854
H -1.9187 0.4689 7.7649
H 0.0679 1.3014 9.0135
H -1.0783 2.5989 8.5288
H -0.0315 3.4912 5.9003
H 1.3652 4.3675 6.4162
H -0.0688 4.4935 7.3655
H 2.6415 3.4263 8.4689
H 1.8205 2.1952 9.4873
H 1.1348 3.8343 9.3167
H 2.5367 2.6044 5.7067
C -0.2186 -8.3940 -2.7948
O -0.5937 -8.1156 -1.4961
C -1.9153 -8.5709 -1.0789
C -2.3754 -7.8965 0.2197
C -1.1860 -8.0068 1.3353
N -3.5009 -8.5661 0.7684
H 0.8002 -8.0440 -2.9609
H -0.8042 -7.7770 -3.4764
H -0.3938 -9.4655 -2.8903
H -2.5986 -8.3770 -1.9056
H -2.0066 -9.6568 -1.0596
H -2.6612 -6.8502 0.1119
H -0.2124 -7.6392 1.0113
H -1.0817 -8.9967 1.7796
H -1.5583 -7.3807 2.1462
H -3.7323 -8.1514 1.6598
H -3.3559 -9.5499 0.9452
C 2.4245 7.6037 -2.0818
O 2.2532 6.2090 -2.0743
C 2.4328 5.6451 -3.3215
C 1.7184 4.3065 -3.3182
C 1.8693 3.3420 -2.1365
N 2.0721 3.6123 -4.5584
H 2.2415 7.9646 -1.0697
H 1.8189 8.1002 -2.8400
H 3.4598 7.8020 -2.3591
H 2.1214 6.1938 -4.2103
H 3.4817 5.3779 -3.4493
H 0.6362 4.4270 -3.3671
H 2.8706 3.3387 -1.7057
H 1.3598 2.3819 -2.2191
H 1.5011 3.7757 -1.2068
H 1.7744 2.6506 -4.4780
H 1.5011 4.0749 -5.2513
C -2.3050 -2.3458 -5.1257
O -1.5465 -1.2503 -4.5429
H -2.0705 -2.4523 -6.1849
H -2.2706 -3.1376 -4.3774
H -3.3599 -2.0755 -5.0801
H -1.2572 -0.6154 -5.2024
C -0.7250 -2.4304 0.0166
O -1.4157 -1.2460 -0.3997
H -1.2287 -2.7062 0.9431
H -0.8230 -3.2950 -0.6399
H 0.3356 -2.2301 0.1680
H -1.1387 -1.1606 -1.3149
C -6.0005 -1.3537 0.1645
O -4.9027 -1.7108 1.0669
H -6.5918 -2.2671 0.0999
H -6.7149 -0.6069 0.5111
H -5.5769 -1.0358 -0.7882
H -4.1054 -1.4491 0.6006
```

ΔE to the lowest compared entry with this formula, charge and spin: 191.1 kJ/mol
Max |F|: 3.7 eV/Å
Multiplicity: 1
Frontier orbital gap: 8.23 eV
SMILES: CC1(C)CCCC(C)(C)N1O.CC1(C)CCCC(C)(C)N1O.CC1(C)CCCC(C)(C)N1O.COC[C@H](C)N.COC[C@H](C)N.CO.CO.CO



[5]
This record from the Open Molecules 2025 dataset describes a cluster of 2 separate species, C3H8N2O in total. The level of theory is ωB97M-V/def2-TZVPD.

Structure (XYZ):
```
14
C3H8N2O | the Open Molecules 2025 dataset | ωB97M-V/def2-TZVPD
H 1.6200 2.6272 3.6240
N 0.8899 2.1590 3.1031
C 1.2573 1.3835 2.1697
N 0.3201 0.9862 1.2459
H 2.2530 0.9912 1.9555
H 0.0056 0.2615 0.6245
H -0.4380 1.6600 1.3453
C -1.1645 -2.0079 -3.0949
C -0.4510 -1.5790 -1.8747
O -0.7849 -0.6356 -1.2013
H -0.6294 -2.1705 -4.0482
H -2.0425 -1.3606 -3.3151
H -1.5498 -3.0020 -2.8348
H 0.1235 -2.4299 -1.4900
```

ΔE to the lowest compared entry with this formula, charge and spin: 217.5 kJ/mol
Max |F|: 2.8 eV/Å
Multiplicity: 1
Frontier orbital gap: 9.43 eV
SMILES: [H]/N=C/N.CC=O